DFT (wB97M-V/def2-TZVPD) results for a 10-piece molecular cluster, C6H33NO9 overall at a distorted geometry.

Values from the calculation:
Spin multiplicity: 2
LUMO level (spin up / spin down): -2.79 / -7.74 eV
HOMO energy (spin up / spin down): -13.971 / -13.970 eV
Charge: +1
Expectation value of S²: 0.754
Gap between HOMO and LUMO (spin up / spin down): 0.41074 / 0.22883 Eh

```
49
Properties=species:S:1:pos:R:3:forces:R:3:mulliken_spin:R:1
C -1.1482 -1.2696 1.6026 0.1 0.7 0.8 -0.01
N -0.7015 -0.3263 0.5972 -1.5 -2.2 -0.2 0.82
C -0.1565 -0.8300 -0.6519 1.9 1.5 -0.3 -0.01
C 0.4114 0.4052 -1.4126 -1.2 -0.4 0.3 0.03
C 1.6820 0.9095 -0.7114 0.6 -1.2 -0.3 -0.01
C 2.9242 0.8626 -1.6063 0.1 0.4 0.2 0.00
C -1.1017 -1.8054 -1.3379 -1.4 -0.1 0.4 0.11
H -1.4680 -2.2229 1.1841 0.1 0.0 -0.2 0.02
H -1.9505 -0.7869 2.1594 -0.1 -0.2 0.0 0.01
H -0.3489 -1.4735 2.3323 0.2 0.0 -0.2 0.06
H -1.2609 0.5340 0.6024 0.7 0.5 -0.5 -0.05
H 0.7546 -1.3949 -0.4184 -0.4 -0.4 0.5 0.01
H 0.5811 0.0677 -2.4319 0.2 0.3 -0.1 0.00
H -0.4035 1.1316 -1.4224 0.2 0.3 -0.3 0.00
H 1.6581 1.8429 -0.1570 -0.6 0.3 -0.4 0.00
H 1.8764 0.1591 0.0718 0.2 0.1 0.1 0.01
H 2.7975 1.4641 -2.5027 -0.1 0.1 0.1 0.00
H 3.1957 -0.1452 -1.9294 -0.2 -0.1 0.1 0.00
H 3.7547 1.2607 -1.0214 0.2 0.0 -0.2 0.00
H -2.1353 -1.4457 -1.3459 0.1 0.2 -0.1 0.00
H -1.1367 -2.7268 -0.7600 0.2 -0.2 -0.2 0.00
H -0.8356 -2.0240 -2.3670 0.4 0.2 0.0 0.00
H 1.8845 -2.8589 -1.4786 0.2 -0.1 -0.1 0.00
H 1.4184 -4.2593 -1.8739 0.1 0.2 0.3 0.00
O 1.5314 -3.6737 -1.1063 -0.2 -0.1 -0.2 0.00
H -0.5834 -4.8350 1.7612 0.1 -0.2 0.0 0.00
H 0.1422 -4.7886 0.4106 0.1 0.0 0.0 0.00
O -0.6755 -5.0741 0.8334 -0.1 0.4 0.0 0.00
H -0.3278 1.9330 3.6124 0.1 0.2 -0.1 0.00
H -0.9198 1.0329 2.5720 -0.1 0.0 0.3 0.00
O -0.9950 1.9250 2.9136 -0.2 0.1 0.4 0.00
H -3.2186 2.5609 2.8031 0.0 -0.2 0.2 0.00
H -3.9630 1.2224 3.0305 0.0 0.2 0.2 0.00
O -3.7907 1.9102 2.3814 0.0 -0.1 -0.6 0.00
H 0.8753 2.5865 -4.4207 -0.4 0.2 0.0 0.00
H -0.0351 2.7420 -3.1367 -0.2 0.2 -0.5 0.00
O 0.8582 2.5974 -3.4607 0.5 -0.2 0.4 0.00
H 1.0298 0.6811 1.7939 0.5 0.1 -0.1 0.00
H 2.3799 0.7746 2.5368 0.0 -0.1 0.0 0.00
O 1.4848 1.1332 2.5100 0.1 0.0 0.3 0.01
H -0.4446 2.8627 1.1313 -0.2 0.2 0.2 0.00
H -1.8783 2.6762 0.6352 -0.1 0.3 0.2 0.00
O -0.9852 2.8784 0.3313 -0.1 -0.5 -0.4 0.00
H 2.5793 -1.5226 1.1529 0.2 -0.3 -0.1 0.00
H 2.8332 -2.9598 1.6844 0.1 0.1 -0.2 0.00
O 2.8494 -2.0264 1.9275 -0.3 0.2 0.2 0.00
H -2.4961 3.9201 -1.9023 -0.7 -0.3 0.2 0.00
H -3.6821 2.9557 -2.4731 0.1 0.4 0.6 0.00
O -2.8596 3.4199 -2.6428 0.8 -0.1 -0.7 0.00
```
Forces are in eV/Å.